(1)
DFT (ωB97M-V/def2-TZVPD) results for a 2-piece molecular cluster, C14H17N2O5 overall.

## Properties
Lowest unoccupied orbital energy   0.0934 Eh
Net charge   -1

Last column: Mulliken charge in e.
Element x y z (Å)
C 3.27858 0.42442 4.23600  -0.769
O 3.46880 -0.30615 3.00096  -0.459
C 2.78024 0.04766 1.88281  0.898
C 2.87097 -0.82799 0.77906  -0.526
C 2.07159 -0.64436 -0.32491  -0.397
C 1.13109 0.40008 -0.34099  0.011
C 0.09090 0.51495 -1.49958  0.669
C -0.12283 1.93112 -1.92645  -1.221
N -0.66885 2.13985 -3.18916  0.981
O -0.93542 3.29723 -3.62671  -0.812
O -0.89274 1.10250 -3.91913  -0.687
C 1.11027 1.34041 0.69636  -0.925
C 1.90919 1.15091 1.81578  -0.468
H 3.92703 -0.07435 4.95988  0.234
H 3.58563 1.47514 4.13113  0.311
H 2.23496 0.37040 4.57910  0.300
H 3.58636 -1.64177 0.81739  0.400
H 2.16146 -1.29509 -1.20580  0.336
H 0.46815 -0.05841 -2.35901  0.193
H 0.52200 2.73164 -1.53327  0.267
H 0.49673 2.24259 0.60119  0.329
H 1.86512 1.85834 2.63447  0.313
O -2.93721 -1.09822 2.35498  -0.460
C -1.79920 -1.04288 2.63737  0.861
C -1.10756 -1.41707 -0.76102  -0.847
C -2.23457 -2.17555 -1.19267  -0.604
C -3.13423 -1.23320 -2.02829  -0.666
C -2.59780 0.16357 -1.81062  -0.326
N -1.17152 -0.06253 -1.10704  0.341
O -0.65033 -0.99099 2.89660  -0.436
H -0.22275 -1.78753 -0.25888  0.394
H -1.93013 -3.03763 -1.79737  0.208
H -2.80079 -2.55672 -0.33186  0.093
H -3.10368 -1.51740 -3.08979  0.316
H -4.17754 -1.28815 -1.70003  0.298
H -2.47883 0.74542 -2.71662  0.279
H -3.18109 0.71913 -1.06338  0.266
H -1.41202 0.40066 -0.24050  0.302

(2)
DFT (ωB97M-V/def2-TZVPD) results for C14H17N3O3Ru as an isolated structure.

## Properties
Spin multiplicity   5
Lowest unoccupied orbital energy (spin up / spin down)   -0.5399 / -0.6959 Eh
Net charge   +4

Last column: Mulliken charge in e.
Element x y z (Å)
N -2.05505 -0.78976 0.01003  -0.180
C -2.93917 -1.53199 0.13940  0.398
C -4.04126 -2.44886 0.12893  -0.993
H -3.69837 -3.44489 0.45574  0.360
H -4.45373 -2.51631 -0.89394  0.356
H -4.82511 -2.09049 0.81644  0.375
N -0.09519 2.01729 -0.48483  -0.468
C -0.11670 3.12509 -0.84795  0.606
C -0.13804 4.47130 -1.31258  -1.030
H -0.64272 4.49147 -2.28941  0.356
H 0.89916 4.82504 -1.40846  0.361
H -0.68397 5.10065 -0.59153  0.380
N 1.85901 -0.34035 1.13148  -0.187
C 2.67716 -0.88767 1.74820  0.379
C 3.78676 -1.55083 2.36967  -0.959
H 4.21849 -0.89746 3.14532  0.372
H 4.55548 -1.77522 1.60889  0.347
H 3.44150 -2.48858 2.83581  0.358
Ru -0.33824 0.63086 0.92686  0.693
C 0.63140 1.73034 2.03445  0.429
O 1.25471 2.41922 2.74438  -0.165
C -1.95417 1.43594 1.29721  0.408
O -2.97573 1.92922 1.53309  -0.143
C -0.68127 -0.87552 -2.34650  -0.456
C -0.01726 -1.92097 -1.70430  -0.152
C 1.31504 -1.76471 -1.32373  -0.187
C 1.97341 -0.56178 -1.58880  -0.437
C 1.30214 0.48546 -2.20475  -0.171
C -0.03028 0.32834 -2.58754  -0.191
H -1.69174 -1.02920 -2.74430  0.540
H -0.50705 -2.89645 -1.58095  0.553
H 1.86479 -2.61721 -0.90425  0.544
H 3.04838 -0.47094 -1.39124  0.536
H 1.85558 1.38922 -2.47993  0.557
H -0.53712 1.10438 -3.16884  0.552
O -0.64414 -0.88879 2.59066  -0.424
H -0.06942 -0.76223 3.38227  0.342
H -1.54732 -0.93363 2.95500  0.340

(3)
DFT (ωB97M-V/def2-TZVPD) results for C14H17N3O5PtS3 as an isolated structure.

## Properties
Lowest unoccupied orbital energy (spin up / spin down)   0.1611 / 0.1611 Eh
Net charge   -2

Last column: Mulliken charge in e.
Element x y z (Å)
Pt 1.65127 -0.65651 -1.22729  1.330
O 1.72603 0.27564 2.74746  -0.760
C 1.95912 0.56332 1.56831  0.533
O 2.24942 -0.31925 0.68771  -0.808
C 2.05896 2.04375 1.21708  0.263
C 2.50427 2.84502 2.27423  -0.693
C 2.71204 4.20584 2.14419  -0.487
C 2.45630 4.79959 0.90965  -0.409
C 2.00432 4.02964 -0.14152  -0.615
C 1.77933 2.63909 -0.03318  0.523
S 1.12308 1.84216 -1.44753  -0.664
H 2.67758 2.34309 3.21736  0.382
H 3.06869 4.79065 2.98464  0.333
H 2.61128 5.86456 0.76573  0.322
H 1.80328 4.48737 -1.10299  0.336
O 3.69704 -1.28100 -2.19564  -0.680
S 3.24141 -1.40435 -3.62643  0.991
O 3.86966 -2.50846 -4.32773  -0.644
O 3.28354 -0.14061 -4.33191  -0.597
S 1.21536 -1.79770 -3.15411  -0.551
C -3.45616 0.40647 0.97166  -0.702
C -2.52653 1.08726 -0.01187  -0.670
N -1.31633 0.32078 -0.12370  0.431
C -1.23074 -1.02577 -0.02007  0.479
N -0.09842 -1.60414 -0.24703  -0.421
C -0.02712 -3.04728 -0.07954  -0.911
C -1.30940 -3.70237 -0.55990  -0.598
C -2.45267 -3.15718 0.27053  -0.690
N -2.37536 -1.70613 0.37987  0.252
C -3.64658 -1.02658 0.51970  -0.779
H -4.42124 0.91664 1.01964  0.370
H -3.00559 0.41919 1.96752  0.309
H -2.25937 2.09052 0.32290  0.334
H -3.03474 1.19974 -0.98166  0.305
H -0.48631 0.79213 -0.51904  -0.498
H 0.14362 -3.29420 0.97834  0.254
H 0.82939 -3.41016 -0.64081  0.372
H -1.27487 -4.79195 -0.47894  0.374
H -1.44797 -3.44431 -1.61378  0.232
H -2.42196 -3.60032 1.27484  0.269
H -3.42458 -3.41573 -0.16580  0.427
H -4.24827 -1.58623 1.24262  0.430
H -4.20081 -1.04222 -0.43355  0.325

(4)
DFT (ωB97M-V/def2-TZVPD) results for C14H17N3OS in the gas phase.

## Properties
Lowest unoccupied orbital energy   0.0180 Eh
Structure (SMILES)   CCCC(=O)Nc1nnc(CCc2ccccc2)s1

Last column: Mulliken charge in e.
Element x y z (Å)
C -5.43039 -0.73864 1.40481  -1.299
C -4.91534 0.31738 0.43708  -0.330
C -3.47344 0.03347 0.02391  -0.577
C -2.95634 1.06710 -0.92905  0.338
O -3.57129 2.02170 -1.33535  -0.632
N -1.64925 0.89432 -1.37432  -0.060
C -0.74810 -0.07819 -1.07853  0.528
N -0.91955 -1.07917 -0.28437  0.040
N 0.14146 -1.86847 -0.18593  -1.009
C 1.15044 -1.51484 -0.88709  0.461
C 2.46941 -2.18905 -0.88260  -0.544
H 3.01073 -1.93321 -1.79438  0.335
H 2.31611 -3.26857 -0.84297  0.373
C 3.28451 -1.74279 0.35012  -1.172
C 3.40037 -0.24510 0.38187  0.412
C 4.33834 0.40816 -0.40718  -0.188
C 4.39581 1.79008 -0.43483  -0.606
C 3.51111 2.53688 0.32416  -0.427
C 2.57424 1.89514 1.11595  -0.661
C 2.52032 0.51290 1.14422  -0.159
H 1.78364 0.01399 1.75886  0.380
H 1.88110 2.47213 1.71079  0.398
H 3.55181 3.61574 0.29924  0.395
H 5.13029 2.28546 -1.05285  0.385
H 5.02858 -0.17149 -1.00421  0.390
H 2.77831 -2.09825 1.24838  0.392
H 4.27290 -2.20216 0.29649  0.407
S 0.85750 -0.04418 -1.81904  -0.208
H -1.33755 1.61263 -2.01816  0.218
H -3.39083 -0.94751 -0.44907  0.372
H -2.81741 0.00724 0.89671  0.373
H -5.54331 0.34401 -0.45482  0.328
H -4.96636 1.30425 0.89974  0.326
H -6.45729 -0.52452 1.68997  0.374
H -5.39932 -1.72472 0.94684  0.323
H -4.82122 -0.76175 2.30561  0.324

(5)
DFT (ωB97M-V/def2-TZVPD) results for an isolated ion of composition C14H17O and charge +1.

## Properties
Lowest unoccupied orbital energy   -0.2052 Eh
Net charge   +1

Last column: Mulliken charge in e.
Element x y z (Å)
C -4.33345 -0.21001 1.54740  -0.534
C -3.21687 -0.75845 0.97228  -0.312
C -3.96235 1.11119 1.84599  -0.235
C -2.18523 0.15172 0.90826  -0.439
C -0.91514 0.13502 0.40439  0.402
C 0.73860 1.80419 -0.26754  -1.318
C 1.22507 -0.10146 1.49837  -1.318
C 0.05196 -0.03810 -1.82145  -1.590
C 0.70850 -1.81700 -0.27660  -1.247
C 2.23327 0.05086 -0.76926  -1.233
C 0.20128 0.98391 0.87859  0.451
C -0.48660 -0.91010 -0.64635  0.391
C 1.20594 0.89634 -1.37647  0.430
C 1.79584 -0.95205 0.37207  0.236
O -2.68580 1.33020 1.47452  -0.302
H -5.22595 -0.75993 1.81082  0.460
H -3.00455 -1.80334 0.59060  0.438
H -4.60766 1.90553 2.23538  0.459
H -0.09630 2.41108 -0.48670  0.503
H 1.63981 2.51394 -0.14331  0.367
H 2.07488 0.50702 1.76936  0.536
H 0.83845 -0.69463 2.36687  0.353
H 0.41438 -0.66960 -2.61888  0.562
H -0.75357 0.57778 -2.31833  0.394
H 0.33506 -2.62869 0.40816  0.344
H 1.16490 -2.24876 -1.21616  0.498
H 2.85639 -0.52230 -1.53017  0.400
H 3.00999 0.74290 -0.26585  0.377
H 0.00252 1.53212 1.82341  0.513
H -1.29478 -1.50644 -1.07368  0.782
H 1.80171 1.38902 -2.12835  0.277
H 2.51495 -1.69128 0.73168  0.355

(6)
DFT (ωB97M-V/def2-TZVPD) results for C14H18BNO8SbSe4Tc as an isolated structure.

## Properties
Lowest unoccupied orbital energy (spin up / spin down)   -0.0846 / -0.0867 Eh

Last column: Mulliken charge in e.
Element x y z (Å)
Tc -2.70369 -1.11082 1.61427  0.850
O 0.90657 -4.28335 -2.11031  -0.531
C 0.15613 -3.58920 -1.25073  0.985
C 0.65558 -3.08434 -0.04563  -0.240
C -0.19347 -2.35408 0.75525  -0.009
N -1.45835 -2.15990 0.40698  -0.435
C -1.96323 -2.65744 -0.72384  0.131
C -1.18591 -3.37318 -1.59599  -0.504
C -3.43654 -2.30985 -0.88189  0.502
O -4.08391 -2.75591 -1.79469  -0.631
O -3.84844 -1.48631 0.04396  -0.694
C 0.15107 -1.68549 2.06899  0.427
O 1.25369 -1.79137 2.55451  -0.695
O -0.84425 -1.01142 2.56707  -0.429
H 1.81003 -4.39342 -1.79180  0.315
H 1.67996 -3.24838 0.26138  0.453
H -1.59607 -3.75356 -2.52024  0.592
Se -4.21126 2.19566 3.31497  -0.396
Sb -1.87982 1.27430 4.52740  0.303
Se -3.88229 -1.58395 3.43006  -0.223
Se -2.63805 1.20193 2.01663  -0.001
Se -0.52675 3.22649 4.67678  -0.528
C 1.11397 3.42916 0.30079  -2.006
C 1.38763 1.93039 0.39096  1.248
C 2.37407 1.66532 1.51307  -1.623
O 0.10464 1.29490 0.69163  -0.044
B -0.42271 0.87328 -0.49230  1.492
O 0.47054 0.87894 -1.52287  -0.507
C 1.75428 1.29351 -0.99296  1.850
C 2.61914 0.04080 -0.87266  -1.788
C 2.40028 2.25300 -1.97908  -1.885
H 0.68082 3.76491 1.24312  0.469
H 0.41711 3.65265 -0.50868  0.332
H 2.04419 3.97186 0.14096  0.413
H 2.06147 2.22524 2.39409  0.399
H 3.36382 2.01205 1.21174  0.374
H 2.42622 0.61482 1.78218  0.246
H 2.30223 -0.58928 -0.04494  0.134
H 3.66368 0.30848 -0.72287  0.373
H 2.52716 -0.52771 -1.79920  0.504
H 1.71433 3.04723 -2.26257  0.360
H 2.68132 1.70609 -2.87852  0.459
H 3.29304 2.69236 -1.53570  0.355
C -2.24683 0.43322 -1.98220  -1.011
O -1.74477 0.49282 -0.64581  -0.346
H -2.10374 1.39472 -2.47536  0.398
H -3.31151 0.21736 -1.92444  0.283
H -1.73138 -0.34254 -2.55153  0.280